# C5H8O2

A 2-piece molecular cluster, C5H8O2 overall (ωB97M-V/def2-TZVPD, the Open Molecules 2025 dataset).

As for the HOMO energy (alpha / beta): -8.39 / -9.22 eV. The calculation puts the total energy at -9402.6514 eV. The LUMO energy (alpha / beta) is 0.82 / -2.82 eV. The calculation puts the HOMO-LUMO gap (alpha / beta) at 9.2 / 6.4 eV. As for the multiplicity: 3.

Geometry as XYZ:
```
15
Properties=species:S:1:pos:R:3:forces:R:3:nbo_charge:R:1
C -0.982 -0.971 0.135 -1.5321 -0.1535 0.2163 0.48
C -0.745 0.068 1.052 1.2117 -0.5573 -0.8559 -0.17
C 0.311 -0.271 0.018 1.0245 1.0612 0.9707 -0.12
C 1.629 -0.901 0.517 1.4988 2.4621 -2.0810 -0.63
C 0.372 0.630 -1.285 -0.9737 -0.0020 2.4214 -0.63
O -1.728 -1.779 -0.366 0.3644 0.1421 0.3184 -0.46
O -2.135 1.604 0.123 0.5149 0.6539 -0.4810 -0.51
H -0.703 0.531 2.023 -0.2791 -0.3540 0.1426 0.23
H 2.183 -1.020 -0.490 -0.5258 -1.1795 1.7601 0.23
H 1.470 -1.697 1.222 0.1741 -0.7537 -0.3653 0.23
H 2.359 -0.168 1.015 -1.4518 -0.5397 -0.3898 0.22
H 0.331 -0.078 -2.115 0.4228 0.7070 -0.3030 0.23
H 1.227 1.331 -1.143 -0.3753 -0.7482 -0.6984 0.22
H -0.565 1.230 -1.149 0.9474 -0.4683 -1.0395 0.26
H -3.024 1.490 0.443 -1.0207 -0.2701 0.3842 0.43
```
Positions in Å, forces in eV/Å.